--- w ---
The following is a DFT calculation (wB97M-V/def2-TZVPD) of C2H4OS in the gas phase.

Each line ends with the Mulliken charge.
Cartesian coordinates (Å):
1 C -1.51736 -0.27796 -0.52971  -1.109
2 C -0.18456 -0.10181 0.15754  0.528
3 O -0.18788 -0.45968 1.45039  -0.450
4 S 1.14969 0.47973 -0.56093  -0.302
5 H -1.44704 -0.01088 -1.58056  0.308
6 H -1.89232 -1.31187 -0.45159  0.345
7 H -2.27402 0.37171 -0.05593  0.343
8 H -1.06713 -0.76852 1.69280  0.337

Multiplicity: 1
Structure (SMILES): CC(O)=S
Gap between HOMO and LUMO (eV): 9.27
HOMO level (eV): -8.7700
Total charge: 0

---

--- x ---
The following is a DFT calculation (wB97M-V/def2-TZVPD) of C2H4OS in the gas phase.

Each line ends with the Mulliken charge.
Cartesian coordinates (Å):
1 O -1.38861 -0.38918 1.50052  -0.478
2 C -0.25707 -0.25084 0.92496  0.064
3 C -0.31577 0.14950 -0.51688  -0.355
4 S 0.91639 -0.25886 -1.60491  -0.234
5 H 0.64524 -0.09349 1.58572  0.288
6 H -0.56969 1.24048 -0.38753  0.294
7 H -1.19209 -0.25620 -0.91639  0.293
8 H 2.16159 -0.14141 -0.58550  0.128

Multiplicity: 1
Structure (SMILES): O=CCS
Gap between HOMO and LUMO (eV): 9.75
HOMO level (eV): -9.3950
Total charge: 0

---

--- y ---
The following is a DFT calculation (wB97M-V/def2-TZVPD) of C2H4OS in the gas phase.

Each line ends with the Mulliken charge.
Cartesian coordinates (Å):
1 C 0.20029 0.17005 -0.61921  -0.349
2 C 0.91447 -0.10347 0.62882  -0.781
3 O -2.47662 -0.77891 0.01246  -0.430
4 S -1.60892 0.42473 0.12984  0.314
5 H 0.42474 1.12348 -0.99804  0.266
6 H 0.18946 -0.54706 -1.44984  0.338
7 H 1.23121 -1.00437 1.12206  0.301
8 H 1.12537 0.71555 1.17392  0.342

Multiplicity: 1
Gap between HOMO and LUMO (spin up / spin down) (eV): 7.46 / 8.37
HOMO level (spin up / spin down) (eV): -8.2347 / -8.7699
Total charge: 0

---

Which structure is most stable? w, by 0.0592 hartree over the runner-up.

---

--- w ---
The following is a DFT calculation (wB97M-V/def2-TZVPD) of 2 unconnected molecules or ions with the total composition C4H10NO3.

Each line ends with the Mulliken charge.
Cartesian coordinates (Å):
1 C 1.44277 -1.85360 0.13816  -0.944
2 N 1.45708 -0.41539 -0.05763  -0.364
3 C 1.43738 0.35578 1.14132  -0.227
4 O 2.60382 1.22486 1.19417  -0.549
5 H 2.21648 -2.13545 0.86094  0.366
6 H 1.66473 -2.36415 -0.80262  0.305
7 H 0.46645 -2.19640 0.49960  0.284
8 H 0.72603 -0.09049 -0.71972  0.393
9 H 0.55776 0.99848 1.16787  0.208
10 H 1.48460 -0.25707 2.04475  0.267
11 H 3.09748 0.99357 0.39039  0.287
12 O -0.87943 0.53700 -1.40428  -0.822
13 C -1.75757 0.17872 -0.57189  0.734
14 O -1.63795 -0.52977 0.44225  -0.702
15 C -3.19971 0.62223 -0.92990  -1.001
16 H -3.86930 -0.16916 -0.58225  0.267
17 H -3.52191 1.57498 -0.51395  0.215
18 H -3.24445 0.68233 -2.01890  0.283

Multiplicity: 1
Gap between HOMO and LUMO (eV): 8.53
HOMO level (eV): -4.4636
Total charge: -1

---

--- x ---
The following is a DFT calculation (wB97M-V/def2-TZVPD) of 2 unconnected molecules or ions with the total composition C4H10NO3.

Each line ends with the Mulliken charge.
Cartesian coordinates (Å):
1 O 1.46562 2.43772 1.70395  -0.745
2 C 1.84005 1.30825 1.32745  0.461
3 O 2.84799 1.00736 0.65272  -0.731
4 C 0.95542 0.11716 1.93767  0.269
5 C -0.02504 -0.38140 0.87641  -0.736
6 C 0.68402 -0.95364 -0.35461  -1.017
7 N 0.33515 0.44912 3.20499  -0.785
8 H 1.59220 -0.76310 2.17014  0.180
9 H -0.64875 0.49829 0.60936  0.267
10 H -0.77723 -1.04741 1.31452  0.397
11 H 0.88020 -0.22342 -1.14735  0.268
12 H 1.59661 -1.50401 -0.18119  0.285
13 H -0.10626 -1.59676 -0.78290  0.335
14 H -0.59216 0.85597 3.11566  0.226
15 H 0.85719 1.23683 3.57639  0.325
16 H -3.82718 0.26766 -5.94097  0.324
17 H -3.29102 -1.10430 -5.72020  0.323
18 O -3.78681 -0.60434 -6.36202  -0.647

Multiplicity: 1
Gap between HOMO and LUMO (eV): 6.50
HOMO level (eV): -3.9018
Total charge: -1

---

Which structure is most stable? w, by 0.0044 hartree over the runner-up.

---

--- w ---
The following is a DFT calculation (wB97M-V/def2-TZVPD) of 2 unconnected molecules or ions with the total composition C3H6INO2.

Each line ends with the Mulliken charge.
Cartesian coordinates (Å):
1 C 0.06839 -0.86668 -1.67050  0.573
2 C -0.03349 0.92825 1.63429  -0.917
3 C 0.17081 -0.67169 -0.13587  -0.523
4 N -0.25765 0.59920 0.20842  -0.315
5 O 0.17151 0.14808 -2.56826  -0.465
6 O -0.20260 -1.92891 -2.12682  -0.485
7 I -0.64407 -2.36418 0.90715  0.126
8 H -0.38153 0.19325 2.31489  0.338
9 H 0.96307 1.17845 1.91181  0.302
10 H -0.62453 1.79524 1.65796  0.360
11 H 1.65870 -0.70757 0.14642  0.348
12 H 0.43410 1.04721 -2.35297  0.333
13 H -1.32271 0.64935 0.07347  0.326

Multiplicity: 1
Gap between HOMO and LUMO (eV): 9.76
HOMO level (eV): -9.5390
Total charge: 0

---

--- x ---
The following is a DFT calculation (wB97M-V/def2-TZVPD) of 2 unconnected molecules or ions with the total composition C3H6INO2.

Each line ends with the Mulliken charge.
Cartesian coordinates (Å):
1 C -1.92141 1.08122 -0.37318  0.187
2 C 1.20038 0.81399 -0.56982  -0.450
3 C 0.21753 -1.29376 0.66295  -0.728
4 N 0.28233 0.01720 -1.25841  -0.211
5 O -1.85008 2.13473 0.07437  -0.270
6 O -0.11858 -1.11607 -0.70006  -0.083
7 I -3.27483 -0.47793 0.03528  0.059
8 H 1.77546 0.15859 0.23841  0.108
9 H 1.95236 1.22417 -1.23859  0.288
10 H 0.76516 1.66009 0.02423  0.197
11 H -0.15336 -2.35402 0.82135  0.249
12 H -0.23915 -0.53321 1.39930  0.339
13 H 1.36419 -1.31499 0.88416  0.317

Multiplicity: 1
Gap between HOMO and LUMO (spin up / spin down) (eV): 8.40 / 7.36
HOMO level (spin up / spin down) (eV): -8.1714 / -8.4045
Total charge: 0

---

Which structure is most stable? w, by 0.1272 hartree over the runner-up.